## i
Below is a single C2H3N3O3 molecule, with properties calculated with ωB97M-V/def2-TZVPD.

Geometry (Å):
O: -2.619 0.568 -0.513
C: 0.764 -0.095 -0.007
H: 3.300 1.412 -0.333
H: -3.270 -0.064 -0.195
N: 1.880 0.357 0.232
O: -0.340 0.497 -0.626
O: 2.421 1.215 -0.725
C: -1.490 -0.070 -0.260
N: -1.296 -1.100 0.516
H: 0.522 -1.570 1.342
N: 0.127 -1.151 0.569

**HOMO level**: -8.3 eV
**Total charge**: 0
**Frontier orbital gap**: 8.837 eV
**SMILES**: O/N=c1/[nH]nc(O)o1
**Spin multiplicity**: 1

=====

## ii
Below is a single C2H3N3O3 molecule, with properties calculated with ωB97M-V/def2-TZVPD.

Geometry (Å):
O: -1.092 -0.772 -0.731
H: -1.586 -1.550 1.043
O: -0.705 0.722 2.359
N: -1.534 -0.620 0.565
O: 2.228 0.399 -1.525
N: 0.456 0.477 0.385
N: 1.018 -0.233 -1.778
H: -1.556 0.442 2.725
C: -0.511 0.189 1.135
H: 2.181 0.790 -0.666
C: 0.167 -0.163 -0.823

**HOMO level**: -8.9 eV
**Total charge**: 0
**Frontier orbital gap**: 8.850 eV
**SMILES**: O/N=c1\nc(O)[nH]o1
**Spin multiplicity**: 1

=====

Referenced to the most stable arrangement, the calculated values in kJ/mol are i 0.0; ii 35.1.